Record 1
Below is C6H10N2 as an isolated structure in a non-equilibrium geometry, with properties calculated with ωB97M-V with the def2-TZVPD basis set.

The HOMO-LUMO gap comes out at 9.564 eV. As for the HOMO energy: -8.72 eV.

Element x y z (Å)
N: 1.351 1.749 -0.164
N: -2.119 0.525 -0.350
C: 0.646 -1.695 -0.291
C: -0.649 -1.079 0.263
C: 1.351 -0.765 -0.866
C: 0.215 -0.357 1.261
C: -0.775 0.034 -0.691
C: 0.603 0.482 -0.184
H: -0.760 0.071 -1.746
H: -0.300 0.393 1.967
H: -2.536 1.332 -0.945
H: 0.546 -2.741 -0.581
H: 2.038 1.469 0.769
H: 1.017 -0.673 1.842
H: 0.678 2.572 0.080
H: -1.644 -1.778 0.504
H: -1.857 1.081 0.601
H: 2.195 -0.619 -1.468

Results of the Mulliken charge analysis, in e, for atoms 1 through 2:
1 N -0.6764
2 N -0.7086


Record 2
Below is C6H10N2 in the gas phase in a non-equilibrium geometry, with properties calculated with ωB97M-V with the def2-TZVPD basis set.

The HOMO-LUMO gap comes out at 9.579 eV. As for the HOMO energy: -8.66 eV. The SMILES is NCC1=C[C@@H](N)C=C1.

Element x y z (Å)
N: -2.577 -0.840 -0.032
N: 2.475 -1.273 -0.501
C: 0.499 1.526 -0.172
C: -0.462 0.399 0.098
C: 1.716 1.170 0.167
C: 1.710 -0.390 0.542
C: 0.229 -0.679 0.455
C: -1.928 0.422 -0.197
H: 0.085 2.457 -0.454
H: -3.533 -0.879 -0.341
H: -2.078 0.745 -1.198
H: -0.189 -1.658 0.523
H: -2.508 1.141 0.423
H: 2.804 -0.621 -1.158
H: -2.725 -1.090 1.005
H: 1.710 -1.686 -1.032
H: 2.109 -0.450 1.545
H: 2.663 1.706 0.326

Results of the Mulliken charge analysis, in e, for atoms 1 through 2:
1 N -0.6499
2 N -0.6873


Record 3
Below is C6H10N2O in the gas phase in a non-equilibrium geometry, with properties calculated with ωB97M-V with the def2-TZVPD basis set.

The HOMO-LUMO gap comes out at 8.599 eV. As for the HOMO energy: -8.86 eV. The SMILES is C#CN(C)[C@@H](N)C(C)=O.

Element x y z (Å)
O: -0.067 -2.132 0.010
N: -1.766 -0.384 -1.183
N: 0.095 1.046 -0.268
C: 2.628 0.160 0.212
C: -0.131 -1.048 0.620
C: -1.010 0.140 -0.068
C: 0.193 1.695 -1.560
C: -0.167 -1.002 2.141
C: 1.428 0.255 0.090
H: 0.113 -0.012 2.501
H: -2.191 -1.272 -0.918
H: -1.119 -0.651 -1.922
H: 0.642 1.031 -2.309
H: -1.691 0.576 0.667
H: 0.792 2.602 -1.451
H: -1.174 -1.242 2.486
H: 3.670 -0.017 0.343
H: 0.558 -1.729 2.517
H: -0.804 1.985 -1.908

Results of the Mulliken charge analysis, in e, for atoms 1 through 2:
1 O -0.5798
2 N -0.6590


Record 4
Below is C6H10N2O in the gas phase in a non-equilibrium geometry, with properties calculated with ωB97M-V with the def2-TZVPD basis set.

The HOMO-LUMO gap comes out at 9.453 eV. As for the HOMO energy: -8.61 eV. The SMILES is CC(=C=O)[C@@]1(N)CN1C.

Element x y z (Å)
O: -0.887 -0.929 -2.692
N: 0.692 1.268 -0.184
N: -1.424 1.091 0.993
C: 1.398 1.211 -1.424
C: -0.648 -0.877 -0.238
C: -0.923 -2.083 0.622
C: -0.298 0.411 0.454
C: -0.771 -0.860 -1.532
C: 1.082 0.547 1.005
H: 1.250 1.161 1.881
H: -0.072 -2.283 1.273
H: 0.728 1.492 -2.235
H: -1.750 0.718 1.875
H: 2.191 1.962 -1.384
H: 1.840 0.223 -1.608
H: -1.267 2.089 1.050
H: -1.114 -2.954 0.001
H: -1.796 -1.904 1.252
H: 1.770 -0.285 0.891

Results of the Mulliken charge analysis, in e, for atoms 1 through 2:
1 O -0.4366
2 N -0.3183


Record 5
Below is C6H10N2O in the gas phase in a non-equilibrium geometry, with properties calculated with ωB97M-V with the def2-TZVPD basis set.

The HOMO-LUMO gap (spin up / spin down) comes out at 7.516 / 7.626 eV. As for the HOMO energy (spin up / spin down): -7.85 / -8.66 eV.

Element x y z (Å)
O: 1.649 1.598 0.628
N: -0.474 1.900 -1.956
N: -0.441 -1.404 -1.937
C: 1.076 -0.988 1.379
C: 0.296 -0.671 -1.179
C: 0.065 -0.318 0.667
C: 0.026 1.199 -1.071
C: 0.322 1.197 0.386
C: -1.391 -0.542 1.047
H: -1.431 -1.272 -1.707
H: 1.681 -1.786 0.969
H: 1.337 -0.782 2.410
H: -2.074 0.237 0.687
H: -1.768 -1.485 0.649
H: -1.508 -0.562 2.132
H: -0.706 1.430 -2.835
H: 1.385 -0.709 -1.328
H: -0.352 1.852 0.950
H: 2.308 1.104 0.108

Results of the Mulliken charge analysis, in e, for atoms 1 through 2:
1 O -0.5360
2 N -0.6636


Record 6
Below is C6H10N2O2 in the gas phase in a non-equilibrium geometry, with properties calculated with ωB97M-V with the def2-TZVPD basis set.

The HOMO-LUMO gap comes out at 9.779 eV. As for the HOMO energy: -9.08 eV. The SMILES is NC(=O)[C@@H]1C[C@@]12NC[C@@H]2O.

Element x y z (Å)
O: -1.096 1.946 0.005
O: 2.954 -0.573 1.068
N: 2.556 0.981 -0.299
N: -1.573 -1.354 0.254
C: 0.982 -0.918 -0.246
C: 2.035 -0.063 0.362
C: -0.455 -0.491 -0.113
C: -1.041 0.703 0.641
C: 0.179 -0.464 -1.455
C: -2.309 -0.169 0.776
H: -0.109 -1.241 -2.163
H: 3.623 0.825 0.210
H: -1.315 -1.986 1.007
H: -1.580 1.864 -0.824
H: -2.718 -0.285 1.787
H: -3.112 0.143 0.091
H: -0.548 0.868 1.608
H: 0.424 0.505 -1.897
H: 1.176 -1.988 -0.165
H: 1.926 1.696 -0.648

Results of the Mulliken charge analysis, in e, for atoms 1 through 2:
1 O -0.5717
2 O -0.7272


Record 7
Below is a 2-piece molecular cluster, C6H10N2O2 overall in a non-equilibrium geometry, with properties calculated with ωB97M-V with the def2-TZVPD basis set.

The HOMO-LUMO gap (spin up / spin down) comes out at 7.272 / 7.270 eV. As for the HOMO energy (spin up / spin down): -6.66 / -6.65 eV.

Element x y z (Å)
O: 0.163 2.871 -0.283
O: -1.372 1.028 1.813
N: 0.840 0.718 -0.923
N: 1.063 -1.510 -1.639
C: -0.179 -1.147 -1.647
C: -1.249 -1.427 1.594
C: 1.138 1.982 -0.607
C: -1.212 -0.074 2.270
C: -0.405 0.225 -1.270
C: 1.822 -0.391 -1.221
H: -0.940 -0.085 3.368
H: -0.532 2.445 0.302
H: -0.813 -2.251 2.238
H: 2.618 0.006 -1.962
H: -0.988 -1.846 -1.697
H: 2.202 -0.654 -0.208
H: -0.807 -1.499 0.535
H: -1.213 0.815 -1.657
H: -2.247 -1.613 1.382
H: 2.111 2.408 -0.388

Results of the Mulliken charge analysis, in e, for atoms 1 through 2:
1 O -0.5021
2 O -0.4676


Record 8
Below is C6H10N2O2S in the gas phase in a non-equilibrium geometry, with properties calculated with ωB97M-V with the def2-TZVPD basis set.

The HOMO-LUMO gap comes out at 9.935 eV. As for the HOMO energy: -9.30 eV.

Element x y z (Å)
S: 4.908 1.545 0.187
O: 3.112 -1.758 0.410
O: 5.052 -1.088 -0.403
N: 4.035 -0.727 0.132
N: 3.691 0.361 0.649
C: 0.277 0.057 -0.741
C: -2.437 -0.531 0.696
C: 0.947 -0.791 0.019
C: -1.883 0.687 0.626
C: -0.722 1.090 -0.248
C: 1.984 -1.767 -0.426
H: -1.879 -1.356 0.200
H: 1.675 -2.888 -0.438
H: 0.576 0.108 -1.811
H: 4.115 2.564 0.859
H: -3.280 -0.757 1.285
H: 0.623 -0.889 1.038
H: -2.414 1.404 1.245
H: -0.096 1.854 0.319
H: -1.081 1.543 -1.127
H: 2.418 -1.602 -1.561

Results of the Mulliken charge analysis, in e, for atoms 1 through 2:
1 S -0.1143
2 O -0.3298


Record 9
Below is an isolated ion of composition C6H10N2O3 and charge +2 in a non-equilibrium geometry, with properties calculated with ωB97M-V with the def2-TZVPD basis set.

The HOMO-LUMO gap comes out at 9.376 eV. As for the HOMO energy: -17.15 eV. The SMILES is [NH3+]C1=C[C@]2(O)O[C@]2([NH3+])C=C1O. As for the total charge: +2.

Element x y z (Å)
O: 1.336 0.892 1.182
O: 2.157 -1.324 1.248
O: -2.310 0.917 -1.383
N: 2.711 0.404 -0.844
N: -2.770 -0.618 0.598
C: -0.322 -0.816 1.092
C: -1.328 -0.327 0.354
C: -1.142 0.556 -0.808
C: 1.113 -0.474 1.015
C: 1.432 0.473 -0.076
C: 0.049 1.082 -1.107
H: -3.161 -0.387 -0.379
H: -2.923 -1.674 0.927
H: 2.442 -1.233 2.152
H: 3.379 -0.284 -0.379
H: 2.339 -0.236 -1.667
H: -0.817 -1.621 1.823
H: 3.124 1.322 -1.074
H: -2.259 1.702 -2.033
H: 0.294 1.751 -1.916
H: -3.345 -0.107 1.275

Results of the Mulliken charge analysis, in e, for atoms 1 through 2:
1 O -0.3962
2 O -0.5119


Record 10
Below is an isolated ion of composition C6H10N2O3 and charge +2 in a non-equilibrium geometry, with properties calculated with ωB97M-V with the def2-TZVPD basis set.

The HOMO-LUMO gap (spin up / spin down) comes out at 9.236 / 7.043 eV. As for the HOMO energy (spin up / spin down): -16.87 / -15.62 eV. As for the total charge: +2.

Element x y z (Å)
O: -2.251 1.358 -0.058
O: 2.675 -1.634 -0.825
O: 2.024 -0.305 1.166
N: 2.488 1.593 -0.072
N: -3.127 -1.058 0.118
C: -0.738 -1.913 0.002
C: -1.160 0.548 0.019
C: 1.450 0.434 0.167
C: 1.906 -0.890 -0.077
C: 0.095 1.093 0.083
C: -1.493 -0.890 0.037
H: -3.589 -0.986 -0.894
H: 3.191 -2.298 -0.411
H: -2.054 2.236 0.165
H: -0.645 -2.933 -0.308
H: -3.346 -0.206 0.546
H: -3.512 -1.940 0.549
H: 2.037 2.272 -0.741
H: 3.486 1.355 -0.296
H: 0.032 2.193 -0.028
H: 2.532 1.970 0.858

Results of the Mulliken charge analysis, in e, for atoms 1 through 2:
1 O -0.5310
2 O -0.3521


Ordered calculated total energy results: -343.91488 -344.06131 -419.20759 -419.29156 -419.15045 -494.50940 -494.48833 -892.56750 -569.09889 -568.98615; unit Eh.